(1)
Below is C41H44N4O2S2SiTm as an isolated structure at a distorted geometry, with properties calculated with the ωB97M-V functional and the def2-TZVPD basis.

Results
Calculated total energy = -112363.135 eV
⟨S²⟩ = 2.00
Kohn-Sham gap (alpha / beta) = 7.14 / 7.12 eV
E_HOMO (alpha / beta) = -10.0 / -9.9 eV

The geometry in ORCA input format:
```
! wB97M-V def2-TZVPD RIJCOSX def2/J DEFGRID3
* xyz 1 3
Tm 0.423 0.275 0.204
N -1.137 -1.840 -0.148
C -0.750 -2.783 -1.135
C -1.597 -3.751 -1.623
C -1.144 -4.702 -2.548
C 0.158 -4.700 -2.966
C 1.051 -3.703 -2.519
C 2.401 -3.640 -2.917
C 3.193 -2.637 -2.428
C 2.629 -1.671 -1.587
N 1.369 -1.679 -1.201
C 0.586 -2.711 -1.617
H -0.638 -2.031 0.735
H -2.136 -1.911 0.048
H -2.619 -3.801 -1.271
H -1.827 -5.465 -2.895
H 0.526 -5.463 -3.633
H 2.785 -4.381 -3.601
H 4.233 -2.558 -2.696
H 3.239 -0.851 -1.229
C 1.061 1.341 6.329
C 0.636 -0.112 6.137
N -0.339 -0.232 5.065
C -1.743 -0.303 5.413
C -2.388 1.076 5.532
C 0.068 -0.075 3.802
S -1.099 0.020 2.554
N 1.381 0.086 3.621
C 2.083 -0.160 2.542
O 1.652 -0.748 1.494
C 3.518 0.199 2.655
C 4.122 0.215 3.911
C 5.478 0.449 4.030
C 6.242 0.694 2.899
C 5.642 0.718 1.649
C 4.287 0.463 1.524
H 1.795 1.418 7.125
H 0.205 1.960 6.584
H 1.506 1.710 5.409
H 0.190 -0.510 7.049
H 1.508 -0.718 5.878
H -1.822 -0.839 6.363
H -2.256 -0.877 4.637
H -1.908 1.656 6.315
H -3.440 0.962 5.778
H -2.305 1.611 4.588
H 3.516 0.024 4.782
H 5.944 0.434 5.005
H 7.303 0.876 2.994
H 6.231 0.928 0.767
H 3.816 0.485 0.549
C -2.599 -0.819 -6.343
C -2.499 -0.004 -5.096
C -2.944 -0.516 -3.881
C -2.845 0.233 -2.726
C -2.306 1.506 -2.778
C -1.830 2.024 -3.971
C -1.934 1.269 -5.125
S -2.077 2.434 -1.254
C -3.821 2.445 -0.695
O -1.416 1.384 -0.387
H -3.317 -1.626 -6.226
H -1.628 -1.261 -6.571
H -2.889 -0.197 -7.187
H -3.378 -1.505 -3.835
H -3.191 -0.174 -1.788
H -1.388 3.007 -3.990
H -1.572 1.665 -6.061
H -4.256 1.456 -0.778
H -4.371 3.154 -1.304
H -3.822 2.763 0.342
C 4.951 1.643 -3.955
C 3.738 0.974 -3.905
C 2.852 1.222 -2.871
C 3.149 2.141 -1.864
C 4.375 2.795 -1.932
C 5.262 2.562 -2.967
Si 1.865 2.540 -0.470
C 0.854 3.954 -1.321
C 0.010 4.789 -0.591
C -0.720 5.795 -1.199
C -0.619 5.997 -2.567
C 0.199 5.165 -3.314
C 0.918 4.156 -2.697
H 5.651 1.444 -4.754
H 3.480 0.262 -4.679
H 1.893 0.698 -2.852
H 4.627 3.509 -1.163
H 6.191 3.109 -3.003
H 2.735 3.349 0.468
H -0.059 4.663 0.482
H -1.361 6.428 -0.601
H -1.160 6.802 -3.046
H 0.292 5.306 -4.383
H 1.562 3.528 -3.296
*
```

And the Mulliken charges, in e, turn out to be: atom 1 (Tm): 0.36, atom 2 (N): -0.09, atom 3 (C): 0.29, atom 4 (C): -0.64, atom 5 (C): -0.90, atom 6 (C): -0.94, atom 7 (C): 0.77, atom 8 (C): -0.72, atom 9 (C): -1.40, atom 10 (C): -0.28, atom 11 (N): 0.50, atom 12 (C): 0.27, atom 13 (H): 0.37, atom 14 (H): 0.19, atom 15 (H): 0.45, atom 16 (H): 0.45, atom 17 (H): 0.45, atom 18 (H): 0.48, atom 19 (H): 0.52, atom 20 (H): 0.70, atom 21 (C): -0.93, atom 22 (C): -0.63, atom 23 (N): 0.03, atom 24 (C): -0.84, atom 25 (C): -0.92, atom 26 (C): 0.60, atom 27 (S): -0.44, atom 28 (N): -0.10, atom 29 (C): -0.19, atom 30 (O): -0.30, atom 31 (C): 0.53, atom 32 (C): -0.29, atom 33 (C): -0.78, atom 34 (C): -0.53, atom 35 (C): -0.95, atom 36 (C): 0.65, atom 37 (H): 0.35, atom 38 (H): 0.32, atom 39 (H): 0.20, atom 40 (H): 0.40, atom 41 (H): 0.40, atom 42 (H): 0.41, atom 43 (H): 0.43, atom 44 (H): 0.28, atom 45 (H): 0.40, atom 46 (H): 0.24, atom 47 (H): 0.30, atom 48 (H): 0.45, atom 49 (H): 0.40, atom 50 (H): 0.49, atom 51 (H): -0.02, atom 52 (C): -1.53, atom 53 (C): 0.90, atom 54 (C): -0.98, atom 55 (C): -0.07, atom 56 (C): 0.29, atom 57 (C): -0.35, atom 58 (C): -0.81, atom 59 (S): 0.79, atom 60 (C): -1.28, atom 61 (O): -0.24, atom 62 (H): 0.38, atom 63 (H): 0.30, atom 64 (H): 0.41, atom 65 (H): 0.33, atom 66 (H): 0.07, atom 67 (H): 0.38, atom 68 (H): 0.46, atom 69 (H): 0.40, atom 70 (H): 0.40, atom 71 (H): 0.46, atom 72 (C): -0.68, atom 73 (C): -0.68, atom 74 (C): -0.28, atom 75 (C): 0.23, atom 76 (C): -0.45, atom 77 (C): -0.67, atom 78 (Si): 0.66, atom 79 (C): 0.37, atom 80 (C): -0.81, atom 81 (C): -0.55, atom 82 (C): -0.54, atom 83 (C): -0.77, atom 84 (C): 0.03, atom 85 (H): 0.38, atom 86 (H): 0.51, atom 87 (H): 0.52, atom 88 (H): 0.46, atom 89 (H): 0.44, atom 90 (H): -0.31, atom 91 (H): 0.41, atom 92 (H): 0.44, atom 93 (H): 0.41, atom 94 (H): 0.45, atom 95 (H): 0.34

=====

(2)
Below is one molecule with the formula C7H10N2O2 at a distorted geometry, with properties calculated with the ωB97M-V functional and the def2-TZVPD basis.

Results
Calculated total energy = -14491.936 eV
SMILES = CCOC(=O)[C@@]12C=C[C@@H]1NN2
Kohn-Sham gap = 9.54 eV
E_HOMO = -8.6 eV

The geometry in ORCA input format:
```
! wB97M-V def2-TZVPD RIJCOSX def2/J DEFGRID3
* xyz 0 1
C 3.473 0.583 0.452
C 2.630 -0.483 -0.132
O 1.220 -0.026 -0.249
C 0.275 -0.885 -0.046
O 0.403 -2.074 -0.001
C -1.091 -0.205 0.022
C -1.390 1.170 0.594
C -2.265 1.500 -0.379
C -2.192 0.190 -1.058
N -3.131 -0.710 -0.374
N -2.176 -1.096 0.756
H 3.709 1.286 -0.341
H 2.988 1.090 1.343
H 4.311 0.096 0.724
H 2.525 -1.385 0.429
H 3.067 -0.750 -1.121
H -1.200 1.694 1.533
H -3.013 2.276 -0.596
H -2.357 0.103 -2.149
H -3.916 -0.229 -0.005
H -1.871 -2.146 0.598
*
```

And the Mulliken charges, in e, turn out to be: atom 1 (C): -1.09, atom 2 (C): -0.34, atom 3 (O): -0.25, atom 4 (C): 0.73, atom 5 (O): -0.60, atom 6 (C): 1.18, atom 7 (C): -0.95, atom 8 (C): -0.37, atom 9 (C): -0.71, atom 10 (N): -0.44, atom 11 (N): -0.60, atom 12 (H): 0.28, atom 13 (H): 0.28, atom 14 (H): 0.42, atom 15 (H): 0.39, atom 16 (H): 0.27, atom 17 (H): 0.37, atom 18 (H): 0.40, atom 19 (H): 0.38, atom 20 (H): 0.26, atom 21 (H): 0.38

=====

Looking at relative energy (zero: lowest compared OMol25 entry of this formula, charge and spin) for the records above, in order, we have 15.3; 118.1 kcal/mol.